Run a
Here is a 2-piece molecular cluster, CH3N3S overall from the OMol25 dataset. Energies are from ωB97M-V/def2-TZVPD.

Geometry as XYZ:
```
8
Properties=species:S:1:pos:R:3
C -1.70721 -0.97749 0.02149
N 0.39936 -1.08635 -0.05219
N 0.51380 0.08145 -0.17182
N 1.54494 0.92033 -0.06224
S -1.97419 0.55686 -0.01748
H -2.49981 -1.72819 0.39517
H 2.36388 0.47031 0.32159
H 1.35923 1.76309 -0.43451
```

The frontier orbital gap (spin up / spin down) comes out at 8.068 / 8.067 eV. As for the HOMO energy (spin up / spin down): -8.0 / -8.0 eV. As for the net charge: 0.

=====

Run b
Here is one molecule with the formula CH3N3S from the OMol25 dataset. Energies are from ωB97M-V/def2-TZVPD.

Geometry as XYZ:
```
8
Properties=species:S:1:pos:R:3
C 0.07791 -0.38825 0.19297
N -0.95820 -1.57501 0.63991
N -1.62497 -1.92258 -0.30144
S -1.27561 -1.30713 -1.77750
N -0.28898 0.01279 -1.07379
H -0.08278 0.17941 0.99766
H 0.97421 -0.86563 0.23171
H -0.98725 0.82097 -0.92843
```

The frontier orbital gap comes out at 9.906 eV. As for the structure (SMILES): C1N=NSN1. As for the HOMO energy: -9.3 eV. As for the net charge: 0.

=====

The least stable of them is run a.

=====

Run a
Here is one molecule with the formula C9H11O2P from the OMol25 dataset. Energies are from ωB97M-V/def2-TZVPD.

Geometry as XYZ:
```
23
Properties=species:S:1:pos:R:3
C -2.12289 2.51791 -2.04397
C -0.77047 2.54371 -2.09686
C -2.67306 1.70486 -1.09574
C 0.05910 1.74550 -1.35800
C -1.90422 0.88974 -0.21930
C -0.53755 0.94934 -0.33281
C 0.48687 -0.84190 1.05012
C -0.56685 -1.77633 0.74153
C 3.08007 -2.07308 1.46809
O 0.47945 0.31007 0.55173
O 0.96013 -3.13120 2.81662
P 1.60801 -1.76036 2.76826
H -2.63845 3.20692 -2.67320
H -0.23514 3.07280 -2.88040
H -3.81952 1.67605 -0.94984
H 1.08861 1.67970 -1.64869
H -2.12945 0.28094 0.60018
H -1.30970 -1.52524 0.06770
H -1.07668 -2.08298 1.62966
H 0.06297 -2.58069 0.37810
H 3.75308 -1.22628 1.29380
H 3.82142 -2.87364 1.89615
H 2.62968 -2.52896 0.47249
```

The frontier orbital gap comes out at 7.722 eV. As for the HOMO energy: -7.8 eV. As for the net charge: 0.

=====

Run b
Here is one molecule with the formula C9H11O2P from the OMol25 dataset. Energies are from ωB97M-V/def2-TZVPD.

Geometry as XYZ:
```
23
Properties=species:S:1:pos:R:3
C 3.14968 1.35945 0.71533
P 1.91394 0.22807 0.32093
C 1.85235 -0.23317 -1.44461
C 1.17398 -1.38099 1.07240
O -0.07754 -1.75503 0.48218
C -1.04132 -0.76750 0.22652
C -2.30537 -1.17872 0.08092
C -3.30175 -0.17954 -0.05178
C -3.03495 1.15255 -0.15581
C -1.68114 1.50169 -0.23655
C -0.76793 0.58588 0.25310
O 0.44859 1.15067 0.39228
H 3.98866 1.07824 0.00402
H 3.40031 1.52256 1.72817
H 0.95429 0.03237 -1.93400
H 2.69574 0.27951 -1.88763
H 1.96139 -1.30066 -1.58631
H 0.99206 -1.26035 2.09891
H 1.82467 -2.23698 0.81743
H -2.61623 -2.28103 0.23030
H -4.28704 -0.68252 -0.32816
H -3.86244 1.87487 -0.34374
H -1.37993 2.49063 -0.45390
```

The frontier orbital gap comes out at 8.860 eV. As for the structure (SMILES): C=[P@@]1(C)COc2ccccc2O1. As for the HOMO energy: -8.1 eV. As for the net charge: 0.

=====

The least stable of them is run a.

=====

Run a
Here is a 2-piece molecular cluster, C4H10NO3 overall from the OMol25 dataset. Energies are from ωB97M-V/def2-TZVPD.

Geometry as XYZ:
```
18
Properties=species:S:1:pos:R:3
C 0.20955 1.53506 1.59756
N -0.26664 0.58999 0.80921
C 1.67559 -0.82622 0.17466
C 0.64122 0.21612 -0.27927
C -0.06911 -0.19160 -1.54982
O -0.84570 -1.39884 -1.48957
O 1.21506 2.25832 1.46332
H -0.40401 1.67352 2.51095
H -1.38693 -1.32979 -0.68478
H 1.23249 -1.43000 0.97306
H 2.59584 -0.34257 0.49981
H 1.87385 -1.57057 -0.61073
H 1.18868 1.13261 -0.55263
H 0.68957 -0.32638 -2.32092
H -0.75092 0.60351 -1.88085
H -1.77284 -0.05941 0.70361
H -3.18257 0.04534 0.05938
O -2.64313 -0.57908 0.57700
```

The frontier orbital gap comes out at 7.998 eV. As for the HOMO energy: -4.0 eV. As for the net charge: -1.

=====

Run b
Here is a 2-piece molecular cluster, C4H10NO3 overall from the OMol25 dataset. Energies are from ωB97M-V/def2-TZVPD.

Geometry as XYZ:
```
18
Properties=species:S:1:pos:R:3
C -0.90075 -1.96831 0.66423
C -0.24628 -0.84671 1.39555
C -1.04685 0.44117 1.32328
O 1.08140 -0.65914 0.89056
H -0.33646 -2.92934 0.59867
H -1.04810 -1.67648 -0.39934
H -1.90917 -2.19907 1.06563
H -0.19909 -1.12405 2.45107
H -2.07896 0.20391 1.65226
H -0.98228 0.74750 0.26522
H -0.58595 1.16861 2.01039
H 1.20104 0.20589 0.38121
N 1.33656 1.89179 -2.62362
C 0.84739 1.11751 -1.52236
O 0.24595 0.03203 -1.80497
O 1.12261 1.60940 -0.36656
H 2.09899 2.53426 -2.43621
H 1.39994 1.45102 -3.54502
```

The frontier orbital gap comes out at 8.905 eV. As for the HOMO energy: -4.7 eV. As for the net charge: -1.

=====

Run c
Here is a 2-piece molecular cluster, C4H10NO3 overall from the OMol25 dataset. Energies are from ωB97M-V/def2-TZVPD.

Geometry as XYZ:
```
18
Properties=species:S:1:pos:R:3
C -1.41220 -0.24885 -0.21347
C 0.52668 0.69893 1.73802
C 0.48926 -1.02970 -1.75791
C -0.24436 0.16592 -1.15248
N 1.32042 0.52023 0.52645
O 1.74610 1.69373 -0.12549
O 1.20259 -1.81934 -0.80964
O -0.26452 1.36480 -1.56567
H -1.74879 0.64988 0.16853
H -1.01674 -1.08915 0.39854
H -2.33412 -0.66544 -0.82952
H -0.07801 1.64324 1.64080
H 0.07597 -0.31279 1.77534
H 1.27189 0.93058 2.56342
H -0.28671 -1.53816 -2.29075
H 1.12541 -0.56914 -2.48397
H 1.34935 -0.96984 -0.11781
H 1.17701 1.75785 -0.83624
```

The frontier orbital gap comes out at 6.905 eV. As for the HOMO energy: -2.8 eV. As for the net charge: -1.

=====

The least stable of them is run c.

=====

Run a
Here is a 2-piece molecular cluster, C4HNO2 overall from the OMol25 dataset. Energies are from ωB97M-V/def2-TZVPD.

Geometry as XYZ:
```
8
Properties=species:S:1:pos:R:3
C -1.84734 0.98425 0.30500
C -0.56930 -0.77432 1.44987
C 1.35304 -0.47840 0.10554
C 1.85291 -0.39258 -1.06117
N -1.09236 1.08878 -0.56259
O 0.35713 -0.73750 0.81080
O 2.41523 -0.29450 -2.11669
H -2.46930 0.60428 1.06924
```

The frontier orbital gap (spin up / spin down) comes out at 8.591 / 8.591 eV. As for the HOMO energy (spin up / spin down): -9.1 / -9.1 eV. As for the net charge: 0.

=====

Run b
Here is one molecule with the formula C4HNO2 from the OMol25 dataset. Energies are from ωB97M-V/def2-TZVPD.

Geometry as XYZ:
```
8
Properties=species:S:1:pos:R:3
C -1.86221 -0.18217 -0.03621
C -0.71511 0.53400 -0.13824
C 1.47229 0.90924 0.07630
C 1.94723 -0.28054 0.06194
N -0.81351 -0.94927 -0.16796
O 0.21579 1.36034 0.02578
O 2.67840 -1.19220 0.10439
H -2.92288 -0.19940 0.07400
```

The frontier orbital gap (spin up / spin down) comes out at 6.293 / 7.236 eV. As for the HOMO energy (spin up / spin down): -7.7 / -8.1 eV. As for the net charge: 0.

=====

The least stable of them is run a.

=====

Run a
Here is C4H5ClF2O as an isolated structure from the OMol25 dataset. Energies are from ωB97M-V/def2-TZVPD.

Geometry as XYZ:
```
13
Properties=species:S:1:pos:R:3
C 1.79235 0.27264 -0.18909
C 1.00617 -0.80943 -0.73422
C -0.80032 -0.50673 0.69051
C -1.46197 0.68177 0.09478
H 1.80052 1.24141 0.82023
H 1.59252 -1.39142 -1.60409
H -1.43207 -1.06674 1.28561
H -0.06897 -0.03930 1.51190
H -1.94277 1.55038 0.75722
O -0.15881 -1.28069 -0.28965
F 3.06848 0.18313 -0.78937
F -0.54616 1.31185 -0.67280
Cl -2.84897 -0.14686 -0.88103
```

The frontier orbital gap comes out at 9.264 eV. As for the HOMO energy: -8.6 eV. As for the net charge: 0.

=====

Run b
Here is C4H5ClF2O as an isolated structure from the OMol25 dataset. Energies are from ωB97M-V/def2-TZVPD.

Geometry as XYZ:
```
13
Properties=species:S:1:pos:R:3
C 1.73222 0.63779 1.12489
C 0.67401 0.68520 0.03068
C 0.50960 -0.51170 -0.97453
C -0.34930 -0.30756 0.12755
H 1.70245 1.99321 1.43597
H 1.30204 -0.28158 2.10110
H 2.92566 0.34960 0.50842
H -0.21282 2.44717 -0.23314
H 0.10447 -0.20834 -1.92113
O 0.48578 1.84534 -0.73568
F 1.38684 -1.57630 -0.94144
F -0.28451 -0.98588 1.33875
Cl -2.06048 0.05732 -0.08429
```

The frontier orbital gap comes out at 10.763 eV. As for the HOMO energy: -10.3 eV. As for the net charge: 0.

=====

The least stable of them is run b.